a) Entry from the OMol25 dataset: the molecule C26H29N3O3 (wB97M-V/def2-TZVPD).

```
61
Properties=species:S:1:pos:R:3
C -3.101 -0.573 2.174
C -2.075 0.400 2.652
O -0.857 -0.277 3.081
C 0.042 0.584 3.589
N 1.243 -0.027 4.058
C 2.163 -0.079 2.979
C 2.775 -1.430 2.757
O 2.398 0.876 2.253
O -0.204 1.792 3.630
H -3.948 0.045 1.882
H -2.823 -1.158 1.300
H -3.469 -1.259 2.934
H -1.780 1.077 1.851
H -2.452 0.969 3.503
H 2.005 -2.210 2.792
H 3.227 -1.403 1.761
H 3.552 -1.677 3.494
C -0.893 -1.320 6.194
C -0.570 0.105 6.355
N -1.535 1.003 6.741
C -2.954 0.714 6.784
C -0.976 2.267 6.911
C 0.433 2.147 6.676
C 1.223 3.258 6.969
C 0.611 4.485 7.252
C -0.792 4.595 7.310
C -1.618 3.471 7.151
C 0.630 0.791 6.191
C 1.767 0.186 5.430
C 3.080 0.904 5.480
C 4.221 0.621 6.255
C 4.516 -0.395 7.292
N 5.146 1.615 6.036
C 6.460 1.706 6.637
C 4.643 2.555 5.146
C 3.325 2.145 4.815
C 2.507 2.994 4.095
C 3.018 4.189 3.613
C 4.340 4.563 3.899
C 5.169 3.755 4.691
H 0.029 -1.910 6.210
H -1.525 -1.643 7.033
H -1.415 -1.541 5.247
H -3.493 1.639 7.011
H -3.289 0.333 5.806
H -3.186 -0.031 7.558
H 2.303 3.143 7.032
H 1.233 5.370 7.429
H -1.247 5.566 7.500
H -2.712 3.507 7.206
H 1.948 -0.838 5.799
H 3.662 -1.068 7.416
H 5.405 -0.981 7.011
H 4.730 0.110 8.253
H 6.984 2.526 6.140
H 6.437 1.892 7.722
H 7.013 0.780 6.449
H 1.478 2.713 3.942
H 2.351 4.835 3.042
H 4.722 5.486 3.474
H 6.196 4.010 4.933
```

Values from the calculation:
Gap between HOMO and LUMO: 7.89 eV
SMILES string: CCOC(=O)N(C(C)=O)C(c1c(C)n(C)c2ccccc12)c1c(C)n(C)c2ccccc12

***

b) Entry from the OMol25 dataset: the molecule C26H29N3O3 (wB97M-V/def2-TZVPD).

```
61
Properties=species:S:1:pos:R:3
C 0.499 -1.835 6.780
C -0.251 -1.358 5.544
N 0.311 -1.984 4.343
C -0.088 -1.454 3.124
C -1.120 -0.504 3.109
C -1.615 -0.053 1.896
C -1.063 -0.420 0.661
C -1.607 0.094 -0.682
C -0.541 0.514 -1.676
C 0.669 1.070 -1.232
C 1.691 1.356 -2.133
C 1.506 1.114 -3.511
N 2.519 1.374 -4.441
C 3.519 2.391 -4.134
C 4.082 2.924 -5.446
O 4.662 1.866 -6.211
C 3.716 0.853 -6.559
C 2.929 0.315 -5.361
C 0.253 0.619 -3.952
C -0.788 0.438 -3.048
C 0.037 -1.299 0.697
C 0.491 -1.842 1.889
C 0.618 -3.399 4.379
C 1.165 -3.853 5.730
O 0.501 -3.262 6.848
H 1.524 -1.412 6.756
H -0.035 -1.520 7.688
H -1.324 -1.608 5.678
H -0.133 -0.268 5.469
H -1.622 -0.156 4.024
H -2.448 0.621 1.968
H -2.190 -0.715 -1.179
H 0.790 1.296 -0.166
H 2.650 1.704 -1.747
H 3.039 3.214 -3.591
H 4.347 1.970 -3.537
H 3.264 3.431 -5.996
H 4.914 3.619 -5.261
H 2.998 1.225 -7.317
H 4.344 0.056 -6.985
H 3.591 -0.410 -4.845
H 2.035 -0.211 -5.717
H 0.113 0.407 -5.015
H -1.814 0.258 -3.384
H 0.540 -1.506 -0.252
H 1.314 -2.551 1.895
H -0.283 -4.010 4.170
H 1.364 -3.608 3.609
H 0.984 -4.929 5.861
H 2.251 -3.633 5.752
O -2.429 1.223 -0.546
C -3.689 1.173 0.072
C -4.797 0.648 -0.595
C -6.055 0.940 -0.047
N -6.226 1.585 1.104
C -5.162 2.000 1.777
C -3.867 1.891 1.267
H -4.742 0.130 -1.550
H -6.967 0.649 -0.564
H -5.308 2.472 2.747
H -3.062 2.359 1.843
```

Values from the calculation:
Gap between HOMO and LUMO: 8.47 eV
SMILES string: c1cc(OC(c2ccc(N3CCOCC3)cc2)c2ccc(N3CCOCC3)cc2)ccn1

***

Which one sits at the bottom of the stability order? b) does.

***

a) Entry from the OMol25 dataset: a structure of composition C27H34B2CrF4N5O4S3 (wB97M-V/def2-TZVPD).

```
80
Properties=species:S:1:pos:R:3
Cr 1.380 -0.227 0.406
C 0.763 -1.033 4.547
C 1.097 -1.000 3.101
N 1.020 0.059 2.368
O 0.634 1.183 2.955
B 0.264 2.497 2.237
F 1.064 3.450 2.828
F -1.078 2.707 2.407
O 0.498 2.488 0.746
N 1.529 1.756 0.292
C 2.653 2.294 0.030
C 2.939 3.742 0.105
C 3.688 1.248 -0.363
N 3.330 0.084 0.008
O 4.030 -1.000 -0.412
B 3.069 -2.092 -0.780
F 1.873 -1.313 -1.295
F 3.577 -2.920 -1.693
O 2.530 -2.866 0.375
N 1.881 -1.992 1.165
C 1.635 -2.219 2.393
C 1.888 -3.509 3.076
C 4.922 1.535 -1.127
H 0.479 -0.047 4.896
H -0.060 -1.730 4.724
H 1.622 -1.384 5.123
H 2.222 4.229 0.757
H 3.950 3.911 0.477
H 2.869 4.181 -0.894
H 2.318 -4.223 2.380
H 2.569 -3.372 3.919
H 0.948 -3.905 3.466
H 4.869 2.510 -1.607
H 5.788 1.514 -0.461
H 5.072 0.754 -1.872
C 0.466 3.761 -4.130
C 0.436 2.272 -4.475
S 0.611 1.123 -3.065
C -1.013 0.307 -3.042
C -2.191 1.179 -2.626
S -2.144 1.675 -0.883
C -2.016 3.491 -0.957
C -0.754 4.038 -1.626
S -1.044 4.415 -3.382
H 0.598 4.337 -5.047
H 1.307 3.989 -3.472
H 1.274 2.046 -5.137
H -0.487 2.021 -4.998
H -0.878 -0.521 -2.345
H -1.194 -0.112 -4.034
H -3.117 0.620 -2.782
H -2.234 2.080 -3.232
H -2.040 3.780 0.093
H -2.918 3.863 -1.442
H 0.029 3.293 -1.576
H -0.409 4.944 -1.124
N -0.538 -0.763 0.280
C -1.499 -1.567 0.400
C -2.804 -1.053 0.896
C -2.821 -0.170 1.970
C -4.033 0.313 2.433
C -5.211 -0.048 1.794
C -5.186 -0.904 0.698
C -3.981 -1.423 0.253
C -1.323 -3.017 0.120
C -2.008 -3.944 0.906
C -1.782 -5.297 0.718
C -0.895 -5.726 -0.263
C -0.227 -4.802 -1.057
C -0.437 -3.446 -0.867
H -1.894 0.145 2.435
H -4.054 0.983 3.283
H -6.156 0.343 2.149
H -6.105 -1.165 0.191
H -3.951 -2.099 -0.594
H -2.704 -3.606 1.664
H -2.303 -6.019 1.334
H -0.730 -6.785 -0.414
H 0.459 -5.134 -1.826
H 0.065 -2.725 -1.497
```

Values from the calculation:
<S²>: 6.037
Gap between HOMO and LUMO (spin up / spin down): 7.03 / 5.41 eV
Charge: +1
Multiplicity: 5

***

b) Entry from the OMol25 dataset: a structure of composition C27H34B2CrF4N5O4S3 (wB97M-V/def2-TZVPD).

```
80
Properties=species:S:1:pos:R:3
Cr 0.957 0.120 -0.263
C 3.397 -3.392 0.091
C 2.370 -2.372 -0.230
N 2.493 -1.122 0.012
O 3.561 -0.646 0.689
B 3.241 0.694 1.279
F 4.008 0.952 2.339
F 1.794 0.603 1.607
O 3.309 1.790 0.276
N 2.380 1.508 -0.660
C 2.490 1.949 -1.854
C 3.545 2.882 -2.320
C 1.502 1.330 -2.780
N 0.814 0.374 -2.257
O 0.067 -0.355 -3.094
B -1.230 -0.981 -2.601
F -2.122 0.020 -2.262
F -1.656 -1.767 -3.626
O -0.982 -1.871 -1.395
N 0.221 -1.717 -0.803
C 1.060 -2.686 -0.876
C 0.790 -3.976 -1.558
C 1.395 1.692 -4.214
H 3.990 -3.063 0.941
H 2.927 -4.350 0.303
H 4.071 -3.515 -0.762
H 4.240 3.100 -1.515
H 4.085 2.451 -3.165
H 3.084 3.811 -2.664
H 0.080 -3.824 -2.368
H 1.713 -4.410 -1.938
H 0.354 -4.681 -0.845
H 1.828 2.670 -4.407
H 1.907 0.945 -4.827
H 0.347 1.679 -4.510
C 1.209 -3.933 4.732
C 0.420 -4.697 3.677
S 0.367 -3.881 2.055
C -1.365 -3.405 1.854
C -1.819 -2.179 2.632
S -0.890 -0.669 2.237
C -0.084 -0.211 3.795
C 1.040 -1.115 4.284
S 0.411 -2.442 5.366
H 2.208 -3.682 4.374
H 1.341 -4.577 5.603
H -0.606 -4.860 4.006
H 0.875 -5.677 3.522
H -1.990 -4.261 2.116
H -1.492 -3.237 0.783
H -1.728 -2.340 3.705
H -2.868 -1.983 2.404
H -0.859 -0.096 4.554
H 0.306 0.786 3.588
H 1.748 -0.521 4.863
H 1.572 -1.560 3.446
N -0.731 1.263 -0.073
C -1.609 2.064 -0.465
C -3.016 2.003 -0.023
C -3.595 0.773 0.289
C -4.912 0.731 0.708
C -5.643 1.907 0.827
C -5.067 3.129 0.512
C -3.753 3.181 0.075
C -1.167 3.096 -1.456
C -1.821 3.185 -2.682
C -1.387 4.115 -3.613
C -0.322 4.958 -3.317
C 0.320 4.870 -2.089
C -0.094 3.928 -1.156
H -3.022 -0.134 0.156
H -5.376 -0.220 0.932
H -6.673 1.868 1.157
H -5.642 4.041 0.601
H -3.298 4.129 -0.178
H -2.646 2.519 -2.900
H -1.888 4.190 -4.569
H -0.003 5.696 -4.041
H 1.128 5.549 -1.847
H 0.389 3.859 -0.189
```

Values from the calculation:
<S²>: 6.039
Gap between HOMO and LUMO (spin up / spin down): 7.32 / 5.77 eV
Charge: +1
Multiplicity: 5

***

Which one sits at the bottom of the stability order? a) does.